1.
{"formula": "C31H41AsCrN5OPSSe2", "method": "wB97M-V/def2-TZVPD", "lumo_ha": [-0.204, -0.209], "charge": 2, "homo_lumo_gap_ha": [0.19083, 0.25234], "multiplicity": 5, "s_squared": 6.047, "symbols": ["Se", "Se", "As", "Cr", "S", "P", "O", "N", "N", "N", "N", "N", "C", "C", "C", "C", "C", "C", "C", "C", "C", "C", "C", "C", "C", "C", "C", "C", "C", "C", "C", "C", "C", "C", "C", "C", "C", "C", "C", "C", "C", "C", "C", "H", "H", "H", "H", "H", "H", "H", "H", "H", "H", "H", "H", "H", "H", "H", "H", "H", "H", "H", "H", "H", "H", "H", "H", "H", "H", "H", "H", "H", "H", "H", "H", "H", "H", "H", "H", "H", "H", "H", "H", "H"], "coordinates": [[2.395, 0.220, 3.614], [2.815, 2.233, 2.575], [-3.220, 0.310, -0.394], [0.134, 0.418, 0.626], [-0.504, -0.683, -2.359], [0.541, -2.113, 1.081], [-1.822, -0.029, 0.495], [2.276, 0.668, 0.258], [0.086, 0.576, -1.373], [-0.299, 0.660, 2.815], [0.272, 2.064, -3.200], [-0.071, 2.472, 0.395], [3.145, 1.510, 0.832], [0.140, 1.834, -1.858], [0.581, -1.250, -4.808], [0.178, 4.261, -1.234], [0.047, 5.193, -0.247], [-4.594, 0.627, 0.904], [4.356, 1.862, 0.252], [0.074, 0.544, 5.186], [2.653, -4.066, 0.716], [-3.126, 1.902, -1.452], [-1.795, -3.427, 0.207], [-0.124, -2.596, 2.722], [3.872, 0.351, -1.515], [-0.192, 3.423, 1.340], [0.096, 2.881, -0.919], [0.537, 1.072, -4.157], [-0.158, 4.768, 1.083], [2.678, 0.073, -0.882], [-1.579, 0.965, 3.091], [0.128, -4.042, 3.144], [-2.096, 1.045, 4.369], [-1.261, 0.804, 5.444], [2.312, -2.638, 1.138], [-0.287, -3.324, -0.024], [-3.843, -1.149, -1.470], [1.048, 1.422, -5.401], [1.307, 0.444, -6.346], [4.718, 1.294, -0.956], [0.297, -0.265, -3.871], [0.514, 0.498, 3.872], [1.078, -0.896, -6.052], [-4.435, 1.592, 1.384], [-2.622, 1.706, -2.396], [-4.151, 2.224, -1.639], [-5.564, 0.630, 0.409], [-1.628, 0.847, 6.461], [-2.268, -3.943, -0.629], [1.698, 0.728, -7.313], [1.187, -4.224, 3.323], [4.121, -0.166, -2.430], [1.287, -1.660, -6.787], [-0.219, -4.762, 2.404], [-3.138, 1.295, 4.507], [-2.254, -2.444, 0.315], [-4.511, -1.765, -0.870], [-3.010, -1.737, -1.840], [2.630, -2.452, 2.167], [-0.065, -3.043, -1.053], [0.422, 3.013, -3.496], [0.098, 6.247, -0.483], [-1.195, -2.375, 2.696], [0.783, 0.402, 5.988], [1.243, 2.464, -5.627], [-2.206, 1.138, 2.235], [-2.020, -4.000, 1.105], [-0.312, 3.075, 2.355], [0.181, -4.293, 0.146], [0.327, 4.588, -2.254], [5.013, 2.546, 0.770], [-0.270, 5.474, 1.892], [0.397, -2.289, -4.567], [2.889, -1.947, 0.526], [2.132, -4.819, 1.305], [3.722, -4.229, 0.846], [-0.399, -4.249, 4.075], [-4.391, -0.724, -2.311], [2.003, -0.651, -1.315], [5.656, 1.553, -1.428], [-2.597, 2.669, -0.890], [-4.569, -0.168, 1.648], [0.304, -1.926, 3.466], [2.426, -4.240, -0.336]]}

=====

2.
{"formula": "AlB4H16", "method": "wB97M-V/def2-TZVPD", "lumo_ha": -0.144, "charge": -1, "homo_lumo_gap_ha": 0.09038, "symbols": ["Al", "B", "B", "B", "B", "H", "H", "H", "H", "H", "H", "H", "H", "H", "H", "H", "H", "H", "H", "H", "H"], "coordinates": [[-2.373, 0.376, -0.918], [2.140, 0.278, -2.034], [-1.178, 4.205, 0.444], [-1.041, -3.909, -0.689], [0.545, -0.569, 2.442], [2.301, 0.752, -2.990], [-0.859, 3.982, -0.563], [-0.832, -4.622, -1.472], [0.503, -1.552, 2.886], [-0.306, 0.079, 2.582], [0.694, -0.827, 1.405], [-0.596, 3.593, 1.117], [1.273, -0.355, -2.145], [1.916, 0.966, -1.233], [2.950, -0.371, -1.743], [-2.193, 3.868, 0.583], [-2.098, -3.753, -0.538], [-1.081, 5.249, 0.698], [-0.578, -2.941, -0.802], [-0.638, -4.367, 0.201], [1.450, -0.082, 2.770]]}

=====

3.
{"formula": "C21H35ClN3O6Pr", "method": "wB97M-V/def2-TZVPD", "lumo_ha": [0.003, 0.003], "charge": 0, "homo_lumo_gap_ha": [0.19617, 0.19620], "multiplicity": 3, "s_squared": 2.007, "symbols": ["Pr", "Cl", "O", "O", "O", "O", "O", "O", "N", "N", "N", "C", "C", "C", "C", "C", "C", "C", "C", "C", "C", "C", "C", "C", "C", "C", "C", "C", "C", "C", "C", "C", "H", "H", "H", "H", "H", "H", "H", "H", "H", "H", "H", "H", "H", "H", "H", "H", "H", "H", "H", "H", "H", "H", "H", "H", "H", "H", "H", "H", "H", "H", "H", "H", "H", "H", "H"], "coordinates": [[-0.807, -0.361, 0.896], [-3.112, -0.734, 2.186], [-0.832, 2.019, 1.115], [0.982, 3.166, 0.344], [1.747, -0.120, 1.011], [-0.253, -0.352, 3.318], [2.152, -0.341, -3.166], [-0.237, -2.657, 0.516], [-1.119, 0.019, 5.403], [3.349, 1.109, -0.070], [0.569, -4.577, -0.376], [-2.027, 0.829, 6.188], [-2.556, -1.675, -1.527], [3.785, 1.719, -1.319], [1.085, -0.013, -3.685], [-2.515, -0.410, -0.724], [0.566, 1.375, -3.838], [1.602, -5.226, -1.170], [0.655, 3.605, -2.910], [-0.953, 0.319, 4.121], [-0.653, -1.216, 6.036], [0.392, 4.113, -4.201], [-0.009, 1.866, -5.026], [0.703, 2.224, -2.732], [-2.906, 0.818, -0.983], [0.596, -3.261, -0.218], [-0.421, -5.396, 0.323], [-4.302, 1.295, -1.255], [-0.041, 3.257, -5.230], [3.757, 1.746, 1.174], [2.367, 0.211, -0.044], [0.114, 2.898, 1.203], [-1.517, 1.213, 3.791], [-0.821, -6.134, -0.375], [2.122, -0.257, -1.018], [0.808, 4.246, -2.035], [-1.580, -2.114, -1.832], [-0.171, -0.949, 6.988], [-1.534, 1.155, 7.109], [-1.217, -4.753, 0.703], [0.123, 3.419, 2.181], [0.040, -1.789, 5.407], [0.330, -0.811, -3.793], [3.542, 1.056, -2.156], [0.517, 5.178, -4.394], [2.176, -4.437, -1.674], [3.296, 2.690, -1.485], [4.795, 2.059, 1.052], [1.384, -2.719, -0.777], [-3.099, -1.419, -2.453], [-4.318, 1.881, -2.179], [4.867, 1.883, -1.270], [-2.926, 0.255, 6.435], [-0.378, 3.700, -6.180], [-2.206, 1.654, -1.103], [0.833, 1.801, -1.737], [3.660, 1.025, 1.988], [-2.298, 1.691, 5.573], [1.152, -5.895, -1.914], [-3.090, -2.492, -0.981], [-1.528, -1.836, 6.290], [-5.001, 0.446, -1.305], [-0.452, 1.187, -5.748], [-4.638, 1.961, -0.456], [0.049, -5.940, 1.150], [3.123, 2.619, 1.374], [2.276, -5.821, -0.536]]}

=====

Taking the records one at a time from the top gives energy above the lowest of the compared OMol25 structures with the same formula, charge and spin values of 0.000; 10.025; 5.054 eV.